No. 1
{
  "formula": "C17H39N8O4SSeV",
  "method": "ωB97M-V with the def2-TZVPD basis set",
  "e_above_lowest_kj_mol": 18.2,
  "total_charge": 1,
  "multiplicity": 4,
  "symbols": ["V", "C", "C", "N", "C", "C", "N", "C", "C", "C", "N", "C", "C", "N", "C", "H", "H", "H", "H", "H", "H", "H", "H", "H", "H", "H", "H", "H", "H", "H", "H", "H", "H", "H", "H", "H", "H", "H", "H", "C", "S", "O", "O", "O", "H", "H", "H", "C", "N", "C", "C", "N", "C", "C", "Se", "H", "H", "H", "H", "H", "H", "H", "H", "N", "C", "N", "O", "H", "H", "H", "H"],
  "coordinates": [[1.328, -0.743, 0.289], [4.063, -2.984, -0.109], [4.398, -1.476, -0.220], [3.436, -0.577, 0.460], [3.829, 0.858, 0.373], [2.723, 1.717, 0.982], [1.463, 1.429, 0.252], [1.310, 2.230, -0.992], [0.470, 1.536, -2.060], [1.146, 0.298, -2.659], [0.977, -0.875, -1.767], [1.537, -2.144, -2.296], [1.233, -3.273, -1.307], [1.544, -2.845, 0.089], [2.801, -3.403, 0.650], [4.894, -3.486, 0.384], [4.013, -3.406, -1.115], [4.427, -1.178, -1.267], [5.398, -1.297, 0.179], [3.431, -0.817, 1.452], [3.943, 1.103, -0.685], [4.787, 1.036, 0.861], [2.990, 2.772, 0.930], [2.594, 1.451, 2.028], [0.657, 1.569, 0.858], [2.308, 2.404, -1.394], [0.886, 3.205, -0.755], [0.261, 2.252, -2.855], [-0.496, 1.249, -1.630], [2.217, 0.475, -2.792], [0.727, 0.080, -3.643], [-0.039, -1.028, -1.673], [2.616, -2.017, -2.410], [1.124, -2.379, -3.278], [1.800, -4.162, -1.575], [0.177, -3.520, -1.358], [0.781, -3.098, 0.714], [2.764, -4.492, 0.636], [2.852, -3.094, 1.693], [-0.127, -0.797, 4.440], [0.128, -0.894, 2.716], [-0.508, 0.252, 2.079], [1.607, -0.818, 2.496], [-0.393, -2.195, 2.317], [0.344, 0.115, 4.808], [0.324, -1.679, 4.895], [-1.204, -0.776, 4.617], [-5.333, 2.562, -2.114], [-4.724, 3.220, -0.964], [-5.055, 4.489, -0.493], [-4.297, 4.714, 0.586], [-3.505, 3.584, 0.769], [-2.564, 3.402, 1.868], [-3.767, 2.653, -0.186], [-2.979, 0.986, -0.384], [-6.081, 3.230, -2.537], [-5.800, 1.632, -1.803], [-4.575, 2.332, -2.859], [-5.798, 5.107, -0.973], [-4.244, 5.569, 1.242], [-3.086, 3.470, 2.819], [-1.789, 4.166, 1.828], [-2.119, 2.417, 1.772], [-3.292, -2.364, -1.283], [-2.294, -2.315, -0.359], [-2.404, -3.114, 0.734], [-1.281, -1.626, -0.539], [-4.196, -2.715, -1.016], [-3.299, -1.590, -1.928], [-3.296, -3.500, 0.985], [-1.763, -2.888, 1.482]]
}


No. 2
{
  "formula": "C34H38EuF6N8OPS3",
  "method": "ωB97M-V with the def2-TZVPD basis set",
  "e_above_lowest_kj_mol": 0.0,
  "total_charge": 1,
  "multiplicity": 8,
  "symbols": ["Eu", "N", "C", "C", "C", "C", "C", "C", "C", "C", "C", "C", "C", "C", "N", "C", "C", "C", "C", "N", "H", "H", "H", "H", "H", "H", "H", "H", "H", "H", "S", "S", "C", "C", "N", "C", "H", "H", "H", "N", "C", "C", "N", "C", "C", "H", "H", "H", "H", "H", "H", "H", "H", "H", "H", "H", "C", "C", "C", "N", "C", "S", "N", "C", "O", "C", "C", "C", "C", "C", "C", "H", "H", "H", "H", "H", "H", "H", "H", "H", "H", "H", "H", "H", "H", "F", "P", "F", "F", "F", "F", "F"],
  "coordinates": [[-1.634, -0.440, 0.378], [4.337, 4.217, 8.358], [3.804, 3.694, 7.462], [3.041, 2.897, 6.445], [3.613, 1.975, 5.609], [2.836, 1.410, 4.577], [1.489, 1.676, 4.407], [0.924, 2.534, 5.380], [1.670, 3.132, 6.352], [0.687, 1.107, 3.286], [-0.488, 0.349, 3.711], [-0.692, 0.007, 5.111], [-1.782, -0.754, 5.097], [-2.368, -0.799, 3.753], [-1.460, -0.049, 2.922], [1.205, 1.244, 2.011], [2.010, 2.237, 1.378], [2.265, 1.917, 0.075], [1.619, 0.716, -0.181], [1.001, 0.273, 0.956], [4.651, 1.698, 5.715], [3.341, 0.628, 4.009], [-0.133, 2.866, 5.215], [1.241, 3.726, 7.149], [-0.139, 0.253, 5.966], [-2.275, -1.207, 5.977], [-2.520, -1.843, 3.480], [2.357, 3.101, 1.885], [2.927, 2.425, -0.640], [1.610, 0.131, -1.101], [0.767, -1.473, 1.174], [-2.198, 4.308, 1.881], [-2.010, 4.321, 0.198], [-1.712, 3.042, -0.279], [-1.764, 2.075, 0.694], [-2.017, 2.610, 1.903], [-2.048, 5.302, -0.284], [-1.492, 2.780, -1.292], [-2.054, 1.940, 2.735], [-4.206, -0.106, 0.837], [-5.040, -1.354, 0.579], [-4.819, -1.734, -0.831], [-3.762, -0.915, -1.417], [-4.278, 0.458, -1.600], [-4.753, 0.879, -0.186], [-3.380, -0.452, 3.750], [-4.487, 0.225, 1.740], [-6.060, -1.267, 0.891], [-4.633, -2.139, 1.208], [-5.651, -1.504, -1.480], [-4.538, -2.835, -1.030], [-3.522, -1.272, -2.318], [-5.048, 0.527, -2.300], [-3.420, 1.024, -1.970], [-5.797, 0.819, -0.135], [-4.385, 1.910, 0.014], [2.560, 1.689, -3.584], [2.163, 1.279, -4.997], [0.766, 0.625, -4.998], [0.866, -0.716, -4.441], [0.318, -1.057, -3.279], [-0.817, -0.018, -2.487], [0.689, -2.299, -2.870], [1.492, -3.210, -3.650], [1.015, -4.207, -4.135], [2.898, -2.827, -3.861], [3.406, -3.407, -5.017], [4.721, -3.123, -5.502], [5.475, -2.254, -4.705], [4.960, -1.647, -3.561], [3.733, -1.939, -3.066], [3.553, 2.235, -3.573], [2.621, 0.803, -2.944], [1.687, 2.277, -3.194], [2.893, 0.665, -5.492], [2.103, 2.203, -5.631], [0.344, 0.619, -6.003], [0.088, 1.238, -4.501], [1.661, -1.216, -4.709], [0.028, -2.673, -2.209], [2.750, -3.923, -5.656], [5.121, -3.565, -6.373], [6.458, -1.991, -5.050], [5.587, -0.963, -2.992], [3.423, -1.506, -2.157], [-0.999, -3.031, -0.494], [-1.890, -3.986, 0.484], [-0.804, -3.735, 1.641], [-1.153, -5.263, -0.082], [-3.063, -4.070, -0.644], [-2.656, -2.495, 1.067], [-2.825, -4.804, 1.445]]
}


No. 3
{
  "formula": "H18O9",
  "method": "ωB97M-V with the def2-TZVPD basis set",
  "smiles": "O.O.O.O.O.O.O.O.O",
  "e_above_lowest_kj_mol": 338.7,
  "total_charge": 0,
  "multiplicity": 1,
  "symbols": ["O", "H", "H", "O", "H", "H", "O", "H", "H", "O", "H", "H", "O", "H", "H", "O", "H", "H", "O", "H", "H", "O", "H", "H", "O", "H", "H"],
  "coordinates": [[0.133, 1.454, -0.087], [0.079, 0.503, 0.061], [0.825, 1.549, -0.751], [-2.860, 2.289, -2.973], [-3.335, 1.608, -2.484], [-3.332, 2.349, -3.811], [-1.067, 0.340, -2.756], [-1.973, 0.201, -2.457], [-0.709, 0.979, -2.130], [3.469, -1.360, 2.585], [3.351, -0.530, 2.110], [2.989, -2.005, 2.054], [2.265, 0.845, 3.695], [3.164, 0.965, 3.368], [2.326, 0.074, 4.270], [1.694, -3.007, -2.369], [2.317, -3.455, -2.952], [1.420, -2.230, -2.869], [-1.429, -3.630, 0.491], [-0.707, -3.765, 1.115], [-1.736, -4.521, 0.291], [-3.871, 0.860, 2.636], [-3.523, 0.164, 2.068], [-3.550, 0.628, 3.515], [1.432, 3.231, -1.261], [1.944, 2.827, -0.551], [0.683, 3.636, -0.809]]
}


No. 4
{
  "formula": "C25H31N2O3",
  "method": "ωB97M-V with the def2-TZVPD basis set",
  "e_above_lowest_kj_mol": 70.4,
  "total_charge": 1,
  "multiplicity": 1,
  "symbols": ["C", "C", "C", "C", "O", "C", "C", "C", "C", "C", "C", "C", "C", "O", "C", "C", "C", "C", "C", "H", "H", "H", "H", "H", "H", "H", "H", "H", "H", "H", "H", "H", "H", "H", "C", "C", "C", "N", "C", "C", "C", "C", "C", "N", "O", "H", "H", "H", "H", "H", "H", "H", "H", "H", "H", "H", "H", "H", "H", "H", "H"],
  "coordinates": [[4.130, 1.779, -4.616], [2.981, 2.113, -3.654], [2.268, 0.810, -3.507], [2.936, -0.142, -4.308], [4.007, 0.405, -5.001], [2.481, -1.465, -4.317], [1.375, -1.811, -3.584], [0.655, -0.850, -2.823], [-0.499, -1.145, -2.059], [-1.295, -2.315, -2.037], [-2.220, -2.481, -0.974], [-2.948, -3.634, -0.874], [-2.791, -4.680, -1.810], [-3.561, -5.791, -1.496], [-4.251, -5.523, -0.269], [-3.960, -4.069, 0.134], [-1.941, -4.496, -2.907], [-1.236, -3.329, -3.032], [1.162, 0.472, -2.779], [4.104, 2.400, -5.520], [5.115, 1.903, -4.149], [3.344, 2.484, -2.687], [2.309, 2.870, -4.073], [3.024, -2.194, -4.892], [1.097, -2.847, -3.530], [-0.801, -0.371, -1.373], [-2.340, -1.707, -0.238], [-5.320, -5.703, -0.430], [-3.893, -6.240, 0.483], [-3.571, -3.985, 1.155], [-4.860, -3.447, 0.071], [-1.873, -5.277, -3.644], [-0.701, -3.141, -3.947], [0.664, 1.220, -2.191], [3.914, 2.233, 5.486], [2.607, 2.451, 4.744], [2.692, 2.064, 3.275], [1.487, 2.399, 2.544], [0.409, 1.545, 2.560], [-0.854, 2.006, 1.869], [-1.492, 3.237, 2.549], [-3.013, 3.042, 2.420], [-3.220, 1.536, 2.200], [-1.894, 0.944, 1.898], [0.455, 0.462, 3.107], [3.833, 2.501, 6.540], [4.230, 1.190, 5.434], [4.714, 2.834, 5.053], [1.798, 1.881, 5.219], [2.297, 3.501, 4.821], [3.554, 2.540, 2.796], [2.849, 0.984, 3.183], [1.386, 3.370, 2.239], [-0.619, 2.248, 0.822], [-1.191, 3.273, 3.601], [-1.159, 4.174, 2.087], [-3.550, 3.403, 3.306], [-3.403, 3.608, 1.566], [-3.593, 1.056, 3.111], [-3.945, 1.330, 1.401], [-1.881, 0.372, 1.047]]
}


No. 5
{
  "formula": "C28H59IrN13",
  "method": "ωB97M-V with the def2-TZVPD basis set",
  "total_charge": 3,
  "multiplicity": 5,
  "symbols": ["Ir", "C", "N", "C", "C", "N", "C", "C", "N", "C", "C", "N", "C", "N", "C", "C", "N", "C", "C", "C", "C", "N", "C", "N", "C", "C", "N", "C", "C", "N", "C", "C", "H", "H", "H", "H", "H", "H", "H", "H", "H", "H", "H", "H", "H", "H", "H", "H", "H", "H", "H", "H", "H", "H", "H", "H", "H", "H", "H", "H", "H", "H", "H", "H", "H", "H", "H", "H", "H", "H", "H", "H", "H", "H", "H", "H", "H", "H", "H", "H", "N", "C", "N", "C", "C", "C", "C", "C", "H", "H", "H", "H", "H", "H", "H", "H", "H", "H", "N", "C", "H"],
  "coordinates": [[13.795, 9.085, 13.364], [13.697, 14.928, 14.217], [14.449, 13.691, 14.344], [15.840, 13.906, 14.693], [13.797, 12.485, 14.352], [14.185, 11.419, 13.655], [15.296, 11.573, 12.732], [16.493, 10.733, 13.194], [16.161, 9.302, 13.305], [16.670, 8.536, 12.160], [16.106, 9.031, 10.838], [14.651, 9.099, 10.847], [14.013, 9.201, 9.705], [14.514, 9.428, 8.478], [15.733, 10.138, 8.125], [13.777, 8.983, 7.302], [12.620, 9.041, 9.691], [11.902, 10.287, 9.827], [12.036, 7.917, 10.369], [16.666, 8.734, 14.562], [15.804, 9.142, 15.750], [14.463, 8.616, 15.581], [13.796, 8.154, 16.630], [14.146, 8.374, 17.920], [14.006, 7.328, 18.919], [14.639, 9.625, 18.460], [12.707, 7.363, 16.430], [12.708, 6.270, 15.485], [11.471, 7.588, 17.160], [12.663, 12.455, 15.079], [12.517, 13.201, 16.318], [11.499, 11.679, 14.730], [14.209, 15.560, 13.496], [13.633, 15.478, 15.154], [12.693, 14.729, 13.851], [15.899, 14.559, 15.567], [16.382, 14.402, 13.885], [16.326, 12.966, 14.939], [15.609, 12.607, 12.621], [14.953, 11.221, 11.761], [16.806, 11.086, 14.172], [17.337, 10.875, 12.520], [16.403, 7.499, 12.316], [17.760, 8.604, 12.132], [16.452, 8.350, 10.056], [16.555, 10.003, 10.634], [16.019, 10.848, 8.892], [15.533, 10.698, 7.210], [16.560, 9.453, 7.922], [13.109, 8.171, 7.548], [14.493, 8.639, 6.562], [13.199, 9.803, 6.867], [12.417, 11.084, 9.275], [11.822, 10.594, 10.888], [10.894, 10.189, 9.419], [12.511, 6.995, 10.032], [10.974, 7.879, 10.112], [12.114, 7.978, 11.456], [17.699, 9.043, 14.721], [16.650, 7.646, 14.477], [15.764, 10.231, 15.827], [16.274, 8.761, 16.659], [13.714, 6.393, 18.451], [13.273, 7.596, 19.683], [14.965, 7.193, 19.416], [14.555, 10.426, 17.726], [15.673, 9.545, 18.798], [14.030, 9.888, 19.326], [13.707, 6.138, 15.092], [12.005, 6.445, 14.661], [12.417, 5.353, 16.001], [11.598, 7.592, 18.238], [10.763, 6.800, 16.907], [11.037, 8.549, 16.869], [13.455, 13.647, 16.624], [12.198, 12.509, 17.100], [11.761, 13.984, 16.233], [11.603, 11.305, 13.723], [10.618, 12.319, 14.785], [11.366, 10.841, 15.418], [11.528, 8.793, 13.622], [10.372, 8.891, 13.628], [9.098, 9.053, 13.632], [8.365, 9.280, 12.384], [7.543, 8.041, 12.054], [6.594, 7.751, 13.210], [7.389, 7.525, 14.491], [8.263, 8.737, 14.793], [9.076, 9.531, 11.602], [7.702, 10.131, 12.549], [8.214, 7.187, 11.896], [6.989, 8.208, 11.129], [5.983, 6.873, 12.989], [5.911, 8.600, 13.345], [8.018, 6.631, 14.382], [6.712, 7.359, 15.333], [8.898, 8.578, 15.659], [7.637, 9.610, 14.985], [14.374, 6.028, 12.301], [13.949, 6.997, 12.756], [14.741, 5.176, 11.895]]
}


No. 6
{
  "formula": "C7H10F2",
  "method": "ωB97M-V with the def2-TZVPD basis set",
  "smiles": "C/C(F)=C\\[C@@H]1[C@@H](C)[C@H]1F",
  "e_above_lowest_kj_mol": 306.9,
  "total_charge": 0,
  "multiplicity": 1,
  "symbols": ["C", "C", "F", "C", "C", "C", "C", "C", "F", "H", "H", "H", "H", "H", "H", "H", "H", "H", "H"],
  "coordinates": [[2.596, 0.941, -0.655], [2.001, -0.324, -0.044], [3.012, -1.145, 0.117], [0.974, -0.784, 0.677], [-0.369, -0.372, 0.922], [-1.295, -0.271, -0.365], [-2.740, -0.662, -0.238], [-0.683, 0.922, 0.329], [-1.546, 1.733, 1.089], [2.192, 1.815, -0.214], [2.230, 0.797, -1.611], [3.612, 0.856, -0.734], [1.348, -1.761, 1.155], [-1.052, -0.493, 1.776], [-0.812, -0.581, -1.324], [-3.032, -0.214, 0.664], [-2.809, -1.775, -0.145], [-3.289, -0.407, -1.144], [-0.339, 1.727, -0.257]]
}


| no. | DFT total energy (Eh) |
| --- | --- |
| 1 | -5153.7819 |
| 2 | -4677.1602 |
| 3 | -687.8968 |
| 4 | -1306.2114 |
| 5 | -1917.3855 |
| 6 | -472.3243 |